# 1
Formula: C32H21BrF5N3O2RuS
Source: OMol25
Level of theory: wB97M-V/def2-TZVPD

Calculated values
2S+1: 2
Kohn-Sham gap (spin up / spin down) in eV: 5.84 / 6.61
LUMO energy (spin up / spin down) in eV: -5.130 / -4.402
Charge: +1
Energy relative to the best compared isomer or geometry (same formula, charge and spin) in kJ/mol: 209.66
Molecular weight in g mol⁻¹: 787.57
Highest occupied orbital energy (spin up / spin down) in eV: -10.971 / -11.009

Atoms and positions in Å:
1 Ru -0.49 1.87 -0.27
2 Br 4.85 5.31 3.04
3 S -0.82 2.22 -2.53
4 F -0.30 2.59 -5.34
5 F 2.31 -1.75 -3.45
6 F 0.81 -0.31 -1.81
7 F 1.16 1.07 -7.01
8 F 2.49 -1.08 -6.07
9 O 1.39 2.47 0.16
10 O 2.29 2.02 -1.85
11 N -2.71 -4.80 1.07
12 N -0.97 -0.14 0.35
13 N -0.97 -4.85 2.46
14 C -1.57 -6.09 2.57
15 C 3.67 3.76 0.99
16 C -1.04 4.15 1.01
17 C 1.76 -0.35 -5.25
18 C -0.34 -2.02 1.66
19 C 4.85 4.34 1.42
20 C -3.49 -7.15 1.54
21 C -1.70 2.21 2.29
22 C -1.27 -7.22 3.32
23 C -3.20 -8.27 2.28
24 C 1.67 -0.69 -3.91
25 C -1.70 -4.13 1.55
26 C -2.95 2.84 0.33
27 C 0.89 0.07 -3.07
28 C 4.82 2.92 -0.96
29 C -2.11 -8.30 3.16
30 C -2.37 4.93 -0.99
31 C -1.97 -0.86 -0.18
32 C 0.33 1.52 -4.87
33 C 3.66 3.05 -0.21
34 C -2.22 -2.15 0.19
35 C -2.66 -6.04 1.69
36 C 0.20 1.20 -3.52
37 C 5.99 3.51 -0.51
38 C -2.09 3.94 0.11
39 C -2.77 2.01 1.42
40 C 1.08 0.76 -5.73
41 C 6.01 4.23 0.68
42 C -0.84 3.28 2.09
43 C -0.15 -0.72 1.24
44 C 2.38 2.45 -0.72
45 C -1.40 -2.76 1.14
46 H -1.57 1.56 3.14
47 H -0.42 5.03 0.90
48 H -0.43 -7.25 4.00
49 H 6.90 3.41 -1.09
50 H 2.77 3.85 1.57
51 H -4.33 -7.11 0.85
52 H -1.91 -9.21 3.73
53 H 4.79 2.37 -1.89
54 H -3.04 -2.72 -0.24
55 H -3.83 -9.15 2.19
56 H -1.45 5.40 -1.34
57 H 6.92 4.70 1.03
58 H -2.58 -0.36 -0.92
59 H -3.81 2.71 -0.31
60 H -0.04 3.48 2.79
61 H -3.48 1.21 1.60
62 H -2.87 4.46 -1.83
63 H -3.02 5.71 -0.60
64 H -0.15 -4.56 2.95
65 H 0.66 -0.12 1.61
66 H 0.36 -2.44 2.38

# 2
Formula: C30H49FN2O18
Source: OMol25
Level of theory: wB97M-V/def2-TZVPD

Calculated values
Kohn-Sham gap in eV: 8.80
LUMO energy in eV: -0.549
SMILES string: CC(C)Cc1cc2nccnc2cc1F.COC(=O)OC.COC(=O)OC.COC(=O)OC.COC(=O)OC.COC(=O)OC.COC(=O)OC
Molecular weight in g mol⁻¹: 744.72
Highest occupied orbital energy in eV: -9.347

Atoms and positions in Å:
1 F -0.58 -3.98 1.92
2 O 7.64 -0.59 2.51
3 O -5.44 -4.27 5.89
4 O -0.16 -1.63 8.05
5 O -3.54 1.25 -8.75
6 O 4.66 6.85 -2.41
7 O -7.32 -3.77 7.05
8 O -1.83 -0.21 -8.90
9 O 8.46 1.39 1.79
10 O 0.29 1.45 -4.03
11 O -1.74 1.09 -4.94
12 O -7.02 -2.85 5.11
13 O 6.30 0.78 1.52
14 O -3.69 -0.70 -9.87
15 O -0.32 2.29 -6.05
16 O -1.58 -1.75 6.42
17 O 3.51 5.91 -4.12
18 O 0.31 -2.99 6.30
19 O 2.84 5.77 -1.97
20 N -2.28 0.76 -0.43
21 N -4.01 -0.69 1.47
22 C -6.22 -2.67 3.94
23 C -1.03 0.68 -8.11
24 C -6.88 -4.64 8.09
25 C -2.76 -1.11 1.10
26 C -3.07 0.22 -9.13
27 C 6.06 2.03 0.88
28 C -0.41 -2.20 6.87
29 C -5.04 -0.37 -10.20
30 C 8.94 -0.92 3.00
31 C 7.56 0.61 1.93
32 C 2.30 -1.80 1.08
33 C -1.93 -0.40 0.20
34 C -0.14 -2.11 0.48
35 C -6.49 -3.69 6.01
36 C 5.62 7.32 -3.36
37 C -2.08 0.32 -3.78
38 C -4.33 0.45 0.88
39 C 2.41 -0.27 0.68
40 C 3.65 6.15 -2.95
41 C -1.97 -2.28 5.16
42 C 1.29 -2.58 0.16
43 C 1.85 -1.81 2.57
44 C 0.97 2.89 -6.15
45 C -1.02 -2.83 1.38
46 C -0.51 1.60 -4.92
47 C -2.27 -2.35 1.66
48 C 1.07 -2.03 8.65
49 C -0.62 -0.94 -0.08
50 C -3.49 1.14 -0.06
51 C 1.71 5.01 -2.41
52 H 6.66 2.12 -0.03
53 H 5.01 2.06 0.60
54 H -5.94 -4.29 8.50
55 H -5.44 -1.19 -10.80
56 H -1.47 0.82 -7.14
57 H 1.13 3.60 -5.35
58 H -5.25 -2.24 4.20
59 H -6.74 -1.97 3.29
60 H -2.94 -2.88 2.35
61 H -6.10 -3.61 3.41
62 H 1.75 2.13 -6.15
63 H 6.38 7.86 -2.81
64 H -2.04 0.94 -2.89
65 H -6.78 -5.66 7.72
66 H 1.01 3.42 -7.10
67 H 9.66 -0.95 2.18
68 H -5.08 0.55 -10.79
69 H 1.42 -3.64 0.43
70 H -7.64 -4.62 8.87
71 H 3.34 -2.19 0.99
72 H -1.25 -2.02 4.39
73 H 1.09 5.60 -3.08
74 H 0.96 -1.16 2.73
75 H 2.65 -1.39 3.21
76 H -3.88 2.08 -0.50
77 H 3.28 0.21 1.15
78 H 1.60 -2.84 2.88
79 H 2.34 -0.10 -0.40
80 H 1.50 0.21 1.12
81 H -3.10 -0.04 -3.91
82 H 1.12 4.76 -1.53
83 H -0.91 1.64 -8.62
84 H 1.53 -2.46 -0.91
85 H 0.04 -0.38 -0.76
86 H 8.88 -1.91 3.45
87 H 6.09 6.49 -3.88
88 H -1.42 -0.54 -3.69
89 H -5.30 0.90 1.13
90 H -0.05 0.22 -7.99
91 H -2.09 -3.36 5.22
92 H 1.92 -1.75 8.01
93 H 6.26 2.86 1.55
94 H 5.15 8.00 -4.07
95 H 1.16 -1.50 9.59
96 H -2.93 -1.84 4.90
97 H 2.03 4.09 -2.89
98 H -5.64 -0.27 -9.30
99 H 1.08 -3.10 8.84
100 H 9.26 -0.21 3.76

# 3
Formula: C11H10ClN
Source: OMol25
Level of theory: wB97M-V/def2-TZVPD

Calculated values
Kohn-Sham gap in eV: 8.47
LUMO energy in eV: 0.882
Energy relative to the best compared isomer or geometry (same formula, charge and spin) in kJ/mol: 52.67
SMILES string: CN1c2cccc(Cl)c2[C@@H]2C=C[C@@H]21
Molecular weight in g mol⁻¹: 191.66
Highest occupied orbital energy in eV: -7.588

Atoms and positions in Å:
1 Cl -3.70 -0.56 -0.20
2 N 1.25 0.05 -0.51
3 C 2.60 0.52 -0.36
4 C -1.10 -0.23 -0.12
5 C -0.67 -1.67 -0.46
6 C -2.30 0.41 0.01
7 C -0.26 -2.52 0.75
8 C -2.46 1.79 0.17
9 C 1.02 -1.37 -0.56
10 C -0.03 1.97 0.26
11 C -1.30 2.58 0.33
12 C 0.06 0.61 -0.09
13 C 1.03 -2.15 0.73
14 H 1.42 -1.95 -1.47
15 H -3.40 2.18 0.20
16 H -0.69 -3.18 1.44
17 H 2.65 1.41 -0.88
18 H 0.82 2.47 0.38
19 H 3.19 -0.14 -0.93
20 H 1.78 -2.33 1.39
21 H -1.37 -1.95 -1.30
22 H 2.71 0.50 0.77
23 H -1.27 3.57 0.44

# 4
Formula: C4H3CrO
Source: OMol25
Level of theory: wB97M-V/def2-TZVPD

Calculated values
2S+1: 6
Kohn-Sham gap (spin up / spin down) in eV: 6.64 / 7.41
LUMO energy (spin up / spin down) in eV: -1.024 / -0.560
Energy relative to the best compared isomer or geometry (same formula, charge and spin) in kJ/mol: 0.00
Molecular weight in g mol⁻¹: 119.06
Highest occupied orbital energy (spin up / spin down) in eV: -7.659 / -7.966

Atoms and positions in Å:
1 Cr -3.21 2.53 1.07
2 O -1.65 1.88 0.37
3 C 1.25 -1.97 0.11
4 C -0.94 1.29 -0.48
5 C -0.24 0.70 -1.29
6 C 1.63 -1.37 1.09
7 H 0.33 0.27 -2.08
8 H 0.90 -2.58 -0.71
9 H 1.93 -0.75 1.91